Molecular formula: C49H111F6N9O3P2
Method: DFT, ωB97M-V with the def2-TZVPD basis set

```
180
Properties=species:S:1:pos:R:3:forces:R:3
C 0.482 -1.826 5.121 1.0 0.0 -0.3
N 1.547 -1.275 4.179 -1.0 -0.3 -1.7
C 1.079 0.101 3.739 2.2 0.4 1.4
C 2.834 -1.189 4.903 0.5 1.0 0.8
C 1.726 -2.114 2.904 -1.2 -1.6 -0.3
C 1.980 -3.613 3.204 0.6 1.0 0.8
O 0.800 -4.182 3.783 0.7 -0.3 -0.6
H 0.268 -1.093 5.895 0.2 0.1 -0.1
H 0.969 -2.699 5.533 -0.6 -0.2 0.3
H -0.406 -2.057 4.545 0.0 -0.1 0.0
H 1.872 0.516 3.116 -0.5 -0.2 -0.8
H 1.256 0.711 4.630 -0.8 0.0 0.1
H 0.057 0.148 3.392 0.1 -0.3 -0.3
H 2.650 -0.523 5.747 0.2 0.0 0.0
H 3.618 -0.754 4.285 -0.2 0.0 -0.2
H 3.220 -2.113 5.327 -0.5 -0.3 -0.3
H 2.408 -1.666 2.184 0.7 0.1 0.8
H 0.832 -2.123 2.270 -0.5 0.5 0.7
H 2.817 -3.666 3.907 0.0 -0.2 0.1
H 2.333 -4.169 2.336 -0.3 0.2 -0.4
H 1.075 -5.048 4.115 -0.2 0.1 0.0
C -2.385 -0.179 -5.878 -0.1 -0.5 -2.3
N -1.735 -1.506 -6.195 -0.1 -1.1 0.3
C -1.550 -2.274 -4.891 -0.5 0.9 -0.9
C -2.632 -2.370 -7.071 0.1 1.4 0.4
C -0.384 -1.357 -6.881 -0.6 -0.9 0.1
C -0.425 -0.688 -8.262 0.8 0.6 0.8
O -0.609 0.702 -8.063 -0.1 0.0 -0.2
H -1.679 0.559 -5.516 0.1 -0.3 0.5
H -3.311 -0.326 -5.334 0.3 -0.1 0.5
H -2.664 0.151 -6.881 -0.2 0.5 0.2
H -2.548 -2.572 -4.578 0.1 0.0 0.2
H -1.167 -1.545 -4.191 0.4 -0.4 0.2
H -0.944 -3.157 -5.076 0.2 0.1 0.1
H -3.574 -2.411 -6.531 -0.1 -0.6 -0.2
H -2.113 -3.308 -7.239 -0.3 -0.2 0.1
H -2.803 -1.861 -8.014 0.0 -0.1 0.0
H -0.033 -2.388 -6.984 0.0 0.0 -0.1
H 0.225 -0.904 -6.100 0.3 0.5 -0.6
H -1.175 -1.101 -8.937 -0.2 0.1 0.2
H 0.526 -0.886 -8.761 0.0 -0.1 0.1
H 0.190 1.175 -8.315 -0.1 0.1 -0.2
C 3.051 -6.183 -3.315 -0.7 -0.1 -0.6
N 1.949 -6.678 -4.244 1.6 -0.3 0.7
C 2.110 -6.003 -5.595 -1.0 -0.7 0.6
C 2.193 -8.173 -4.387 -0.1 0.7 -0.2
C 0.668 -6.443 -3.498 -1.0 -0.2 -0.7
C -0.569 -7.110 -4.116 0.3 -0.3 0.7
O -0.751 -6.618 -5.417 -0.2 0.3 0.0
H 2.944 -5.107 -3.194 0.0 0.0 -0.1
H 4.008 -6.441 -3.760 0.0 0.0 0.1
H 2.885 -6.682 -2.365 0.3 0.0 0.1
H 1.836 -4.964 -5.437 0.0 0.0 -0.4
H 1.416 -6.561 -6.219 -0.1 0.6 -0.4
H 3.115 -6.117 -5.994 0.1 0.0 0.4
H 2.137 -8.604 -3.392 0.1 -0.2 -0.1
H 3.184 -8.258 -4.823 0.0 -0.3 0.1
H 1.446 -8.609 -5.045 0.0 0.0 0.0
H 0.443 -5.378 -3.422 0.5 0.1 -0.1
H 0.861 -6.840 -2.505 -0.2 0.0 0.1
H -1.409 -6.894 -3.447 0.0 0.3 -0.1
H -0.493 -8.203 -4.092 0.1 0.0 -0.2
H -1.689 -6.622 -5.637 0.1 -0.2 -0.1
C -3.858 1.986 -3.686 0.6 0.7 1.4
C -3.663 1.793 -2.167 0.4 -1.8 -1.0
N -4.952 1.455 -1.555 0.4 1.5 1.9
C -5.278 0.256 -0.970 -0.7 -0.4 -0.3
C -6.534 0.387 -0.435 0.8 0.4 -0.4
N -6.887 1.709 -0.628 0.9 0.6 0.8
C -5.860 2.364 -1.173 -0.7 -1.0 -1.3
C -8.032 2.371 -0.035 -1.3 -0.1 0.6
H -4.305 2.965 -3.847 -0.4 -0.2 -0.4
H -4.447 1.143 -4.034 -0.1 0.2 -0.4
H -2.867 2.011 -4.133 -0.1 -0.1 -0.2
H -3.081 2.554 -1.654 -0.5 0.4 0.1
H -3.087 0.871 -2.045 0.2 0.1 0.1
H -4.561 -0.548 -0.980 -0.3 -0.2 -0.1
H -7.177 -0.285 0.104 0.0 -0.1 -0.1
H -5.811 3.414 -1.414 -0.2 0.0 0.0
H -8.914 2.311 -0.673 0.2 0.1 -0.3
H -7.823 3.403 0.232 0.2 0.0 -0.3
H -8.328 1.874 0.889 0.3 -0.1 0.0
C 8.451 -3.335 -4.004 -1.1 -0.1 -0.7
C 8.260 -3.361 -2.491 1.6 1.0 -1.2
N 6.860 -3.421 -2.095 -0.3 -0.1 0.3
C 6.233 -4.540 -1.605 -0.3 0.7 -0.4
C 4.986 -4.133 -1.259 -0.5 -0.6 0.7
N 4.844 -2.800 -1.539 1.1 0.5 -0.2
C 6.019 -2.380 -2.056 0.0 -1.0 0.1
C 3.641 -1.953 -1.357 0.8 -0.5 -0.3
H 8.003 -4.214 -4.476 0.1 -0.1 0.1
H 9.470 -3.267 -4.376 0.2 0.0 0.6
H 7.926 -2.469 -4.419 0.0 0.0 0.0
H 8.647 -2.406 -2.134 0.1 -0.2 0.4
H 8.871 -4.160 -2.079 -0.5 -0.1 0.5
H 6.693 -5.513 -1.647 0.1 0.0 0.3
H 4.234 -4.680 -0.714 -0.1 0.0 -0.2
H 6.270 -1.406 -2.444 -0.2 0.1 0.2
H 3.725 -1.221 -2.155 -0.6 0.1 0.0
H 3.623 -1.445 -0.396 0.2 -0.1 0.0
H 2.782 -2.611 -1.437 -0.2 0.3 -0.2
C -2.681 -3.564 2.805 -0.2 -0.3 -0.2
C -2.355 -4.644 3.830 1.0 0.4 0.2
N -1.816 -5.880 3.208 -1.1 -0.9 0.6
C -1.306 -6.052 1.960 0.5 -0.4 -0.8
C -0.885 -7.346 1.856 0.1 0.3 0.5
N -1.129 -7.947 3.069 -0.3 0.7 -0.3
C -1.752 -7.064 3.851 0.7 -0.2 -0.3
C -0.677 -9.292 3.422 -0.8 -0.1 1.2
H -1.857 -3.377 2.115 0.0 -0.2 0.0
H -2.900 -2.594 3.250 -0.1 -0.2 0.4
H -3.562 -3.854 2.232 0.0 0.0 -0.1
H -3.176 -4.891 4.497 -0.2 -0.2 -0.3
H -1.517 -4.350 4.461 -0.2 0.4 0.1
H -1.226 -5.290 1.204 -0.2 0.2 0.2
H -0.397 -7.876 1.058 -0.1 0.0 0.0
H -2.085 -7.340 4.839 -0.1 0.5 0.1
H -1.523 -9.977 3.490 0.1 -0.1 -0.9
H -0.362 -9.311 4.468 0.6 0.3 -0.2
H 0.121 -9.530 2.731 -0.1 -0.5 0.1
C -0.839 11.055 1.584 -0.4 0.4 -0.2
C -1.059 9.844 0.675 -0.2 1.1 -0.3
C -0.982 8.493 1.402 -0.8 0.7 -1.9
C 0.319 8.251 2.135 -0.6 -1.6 1.6
P 0.169 6.706 3.160 -1.4 -0.6 -0.8
C 1.680 6.058 3.954 0.2 0.3 -0.4
C 2.583 7.016 4.745 -0.3 0.8 -0.8
C 3.075 8.272 3.989 -1.2 0.6 0.7
C 4.105 8.982 4.859 0.6 -1.3 1.1
C -1.089 6.826 4.481 0.8 0.8 -0.5
C -2.484 7.363 4.177 -0.8 0.7 1.5
C -3.356 7.285 5.454 -0.3 -2.2 0.4
C -3.820 5.815 5.711 0.0 0.8 -0.6
C -0.415 5.372 1.969 1.6 0.6 0.9
C -0.203 3.964 2.555 -0.4 0.5 -0.5
C -0.828 2.871 1.666 -0.8 1.4 0.1
C -0.116 2.722 0.309 -0.5 -0.5 1.8
H -1.318 10.924 2.559 0.5 -0.3 0.2
H -1.389 11.923 1.214 0.2 0.0 -0.3
H 0.203 11.365 1.633 0.0 -0.1 0.4
H -0.456 9.927 -0.233 0.5 -0.3 0.3
H -2.058 9.981 0.248 -0.2 -0.5 0.3
H -1.165 7.770 0.600 0.3 -0.4 0.3
H -1.908 8.506 1.973 0.4 -0.4 0.7
H 0.519 8.988 2.912 0.2 0.4 -0.5
H 1.182 8.018 1.512 0.1 0.6 -0.2
H 2.282 5.600 3.163 -0.2 -0.2 0.0
H 1.275 5.282 4.608 0.2 -0.2 0.0
H 3.487 6.492 5.054 -0.3 -0.3 0.4
H 1.986 7.396 5.575 0.5 -0.2 0.5
H 2.204 8.935 3.941 0.1 0.1 -0.2
H 3.350 8.085 2.950 0.5 -0.1 0.1
H 4.444 9.973 4.582 0.1 -0.2 -0.4
H 4.917 8.270 5.061 0.6 0.5 -0.8
H 3.803 9.032 5.913 -0.8 0.4 -0.3
H -0.545 7.503 5.151 -0.4 -0.1 0.5
H -1.149 5.845 4.953 0.2 0.0 0.1
H -2.996 6.819 3.385 0.1 0.2 -0.3
H -2.546 8.449 4.085 0.8 -0.1 -1.1
H -4.251 7.895 5.367 0.2 0.3 -0.1
H -2.763 7.599 6.313 -0.1 0.3 0.0
H -2.946 5.169 5.795 -0.1 -0.2 0.3
H -4.402 5.486 4.844 0.1 -0.1 -0.1
H -4.492 5.700 6.558 0.3 0.1 0.2
H 0.287 5.605 1.162 -0.6 -0.3 -0.6
H -1.466 5.531 1.735 0.1 0.3 -0.3
H -0.721 4.070 3.512 0.3 -0.9 0.3
H 0.868 3.782 2.652 0.0 0.0 0.4
H -1.859 3.213 1.509 -0.1 -0.3 0.0
H -0.908 1.925 2.203 0.2 -0.1 -0.1
H 0.001 3.684 -0.179 0.1 -0.1 -0.2
H -0.713 2.018 -0.265 0.4 0.0 -0.4
H 0.833 2.291 0.635 0.3 0.0 -1.0
P -0.451 -1.575 -1.220 -1.1 0.0 0.3
F -1.823 -1.722 -2.113 0.4 0.1 0.2
F 0.442 -2.318 -2.358 0.1 0.1 0.2
F -0.195 -0.153 -1.953 0.3 -0.4 0.6
F 0.840 -1.421 -0.227 0.5 -0.2 -0.8
F -1.282 -0.899 -0.020 -0.6 0.6 -0.2
F -0.809 -3.026 -0.588 0.5 -0.3 0.2
```
Positions in Å, forces in eV/Å.

ΔE to the lowest compared entry with this formula, charge and spin (kJ/mol): 0.00
Kohn-Sham gap (eV): 8.768
Multiplicity: 1
Total energy (eV): -106996.5260
Net charge: +6

These are the Mulliken partial charges, in e, on atoms 1 to 99: number 1, C, carries -0.83; number 2, N, carries 0.21; number 3, C, carries -1.41; number 4, C, carries -0.87; number 5, C, carries -0.43; number 6, C, carries -0.86; number 7, O, carries -0.24; number 8, H, carries 0.43; number 9, H, carries 0.48; number 10, H, carries 0.17; number 11, H, carries 0.48; number 12, H, carries 0.51; number 13, H, carries 0.47; number 14, H, carries 0.43; number 15, H, carries 0.36; number 16, H, carries 0.38; number 17, H, carries 0.45; number 18, H, carries 0.11; number 19, H, carries 0.38; number 20, H, carries 0.47; number 21, H, carries 0.21; number 22, C, carries -1.38; number 23, N, carries 0.04; number 24, C, carries -1.25; number 25, C, carries -0.90; number 26, C, carries -0.16; number 27, C, carries -0.69; number 28, O, carries -0.48; number 29, H, carries 0.48; number 30, H, carries 0.58; number 31, H, carries 0.44; number 32, H, carries 0.34; number 33, H, carries 0.58; number 34, H, carries 0.37; number 35, H, carries 0.41; number 36, H, carries 0.34; number 37, H, carries 0.42; number 38, H, carries 0.22; number 39, H, carries 0.37; number 40, H, carries 0.28; number 41, H, carries 0.47; number 42, H, carries 0.34; number 43, C, carries -1.31; number 44, N, carries 0.01; number 45, C, carries -0.79; number 46, C, carries -0.87; number 47, C, carries -0.31; number 48, C, carries -0.76; number 49, O, carries -0.47; number 50, H, carries 0.55; number 51, H, carries 0.49; number 52, H, carries 0.43; number 53, H, carries 0.30; number 54, H, carries 0.43; number 55, H, carries 0.36; number 56, H, carries 0.36; number 57, H, carries 0.42; number 58, H, carries 0.42; number 59, H, carries 0.22; number 60, H, carries 0.37; number 61, H, carries 0.47; number 62, H, carries 0.40; number 63, H, carries 0.32; number 64, C, carries -1.13; number 65, C, carries 0.16; number 66, N, carries 0.29; number 67, C, carries -0.45; number 68, C, carries -0.44; number 69, N, carries 0.11; number 70, C, carries -0.20; number 71, C, carries -0.85; number 72, H, carries 0.44; number 73, H, carries 0.38; number 74, H, carries 0.29; number 75, H, carries 0.39; number 76, H, carries -0.35; number 77, H, carries 0.47; number 78, H, carries 0.46; number 79, H, carries 0.45; number 80, H, carries 0.33; number 81, H, carries 0.36; number 82, H, carries 0.35; number 83, C, carries -1.10; number 84, C, carries -0.51; number 85, N, carries 0.13; number 86, C, carries -0.62; number 87, C, carries -0.47; number 88, N, carries 0.27; number 89, C, carries -0.10; number 90, C, carries -0.80; number 91, H, carries 0.31; number 92, H, carries 0.38; number 93, H, carries 0.34; number 94, H, carries 0.31; number 95, H, carries 0.37; number 96, H, carries 0.48; number 97, H, carries 0.66; number 98, H, carries 0.44; number 99, H, carries 0.35